Formula: C48H106Br2N12O3
Source: the Open Molecules 2025 dataset
Level of theory: the ωB97M-V functional and the def2-TZVPD basis

```
171
Properties=species:S:1:pos:R:3:mulliken_charge:R:1
C 18.36 -24.59 -1.73 -1.126
C 18.51 -23.08 -1.96 -0.669
N 19.15 -22.48 -0.79 0.461
C 20.48 -22.55 -0.44 -0.515
C 20.58 -21.82 0.73 -0.463
N 19.31 -21.45 1.08 0.177
C 18.43 -21.94 0.21 -0.390
C 18.96 -20.74 2.31 -0.651
H 19.25 -25.17 -1.51 0.349
H 17.84 -25.07 -2.57 0.398
H 17.64 -24.70 -0.92 0.361
H 17.52 -22.65 -2.04 0.321
H 19.08 -22.75 -2.84 0.314
H 21.17 -23.06 -1.08 0.618
H 21.45 -21.51 1.28 0.472
H 17.36 -21.86 0.17 0.481
H 19.90 -20.42 2.77 0.294
H 18.50 -21.42 3.02 0.387
H 18.36 -19.86 2.12 0.185
C 25.81 -25.23 -5.26 -1.265
C 26.06 -23.80 -4.66 -0.238
N 24.93 -22.90 -4.93 0.168
C 24.36 -22.60 -6.15 -0.459
C 23.41 -21.66 -5.88 -0.351
N 23.48 -21.34 -4.55 0.256
C 24.39 -22.14 -3.97 -0.065
C 22.61 -20.42 -3.86 -1.063
H 25.76 -25.21 -6.35 0.356
H 24.86 -25.69 -5.01 0.364
H 26.67 -25.89 -5.15 0.389
H 27.00 -23.42 -5.05 0.317
H 26.12 -24.02 -3.60 0.254
H 24.69 -23.08 -7.06 0.440
H 22.76 -21.23 -6.62 0.466
H 24.60 -22.30 -2.93 0.355
H 22.37 -19.52 -4.43 0.416
H 23.16 -20.04 -2.99 0.415
H 21.69 -20.86 -3.47 0.234
C 15.88 -14.51 -0.10 -0.395
C 15.57 -13.30 0.80 -0.969
N 14.50 -13.57 1.76 0.341
C 14.57 -14.48 2.79 -0.573
C 13.35 -14.53 3.43 -0.396
N 12.62 -13.49 2.89 0.113
C 13.34 -12.93 1.89 -0.105
C 11.22 -13.17 3.16 -0.854
H 16.13 -15.38 0.51 0.114
H 16.74 -14.14 -0.66 0.366
H 15.09 -14.85 -0.76 0.197
H 15.25 -12.54 0.09 0.381
H 16.51 -13.00 1.26 0.319
H 15.43 -15.10 2.97 0.488
H 12.87 -15.15 4.17 0.523
H 12.93 -12.16 1.26 0.414
H 10.70 -14.07 3.47 0.362
H 10.74 -12.85 2.23 0.360
H 11.16 -12.31 3.83 0.337
C 14.99 -24.34 -7.05 -1.047
C 13.86 -23.97 -6.09 -0.478
N 13.53 -22.56 -6.26 0.166
C 12.45 -21.99 -6.91 -0.453
C 12.66 -20.64 -7.02 -0.356
N 13.76 -20.41 -6.21 0.238
C 14.30 -21.54 -5.82 -0.264
C 14.24 -19.06 -5.86 -0.443
H 15.17 -25.41 -6.91 0.393
H 15.97 -23.92 -6.82 0.298
H 14.83 -24.25 -8.12 0.358
H 13.99 -24.20 -5.03 0.340
H 12.95 -24.48 -6.42 0.289
H 11.73 -22.59 -7.45 0.417
H 12.19 -19.79 -7.48 0.491
H 15.16 -21.66 -5.18 0.589
H 13.64 -18.60 -5.08 -0.044
H 14.20 -18.39 -6.71 0.355
H 15.29 -19.08 -5.58 0.112
C 15.02 -18.92 2.92 -1.417
C 15.23 -19.14 1.40 0.326
C 14.36 -18.14 0.61 1.321
C 12.91 -18.63 0.51 -1.324
N 12.07 -17.70 -0.35 0.484
C 10.75 -18.42 -0.64 -0.575
C 10.58 -18.57 -2.14 -0.559
C 11.43 -17.42 -2.67 -0.595
C 12.63 -17.44 -1.77 -0.240
C 11.75 -16.33 0.23 -0.937
H 13.96 -19.04 3.14 0.369
H 15.31 -17.90 3.20 0.287
H 15.52 -19.60 3.61 0.425
H 14.90 -20.16 1.22 0.474
H 16.29 -18.95 1.22 -0.716
H 14.88 -18.13 -0.35 0.095
H 14.29 -17.16 1.08 -0.570
H 12.37 -18.71 1.45 0.374
H 12.79 -19.57 -0.02 0.449
H 9.88 -17.84 -0.32 0.326
H 10.72 -19.36 -0.09 0.417
H 9.58 -18.60 -2.57 0.416
H 11.01 -19.52 -2.48 0.268
H 11.00 -16.44 -2.49 0.370
H 11.72 -17.53 -3.71 0.367
H 13.20 -16.52 -1.75 -0.269
H 13.35 -18.24 -1.93 0.284
H 11.32 -16.45 1.22 0.412
H 11.12 -15.84 -0.50 0.524
H 12.70 -15.80 0.35 0.074
C 24.46 -13.31 1.50 -0.923
N 23.34 -13.38 0.51 0.140
C 23.81 -13.87 -0.83 -0.733
C 22.22 -14.30 1.01 -0.958
C 22.62 -12.04 0.39 -0.067
C 23.52 -10.84 0.28 -0.834
O 24.26 -10.84 -0.95 -0.528
H 24.11 -12.92 2.45 0.357
H 25.20 -12.63 1.08 0.415
H 24.91 -14.30 1.59 0.387
H 24.66 -13.24 -1.07 0.388
H 23.07 -13.69 -1.61 0.265
H 24.03 -14.94 -0.77 0.307
H 22.75 -15.19 1.37 0.390
H 21.55 -14.47 0.17 0.231
H 21.83 -13.87 1.93 0.459
H 22.03 -11.94 1.30 0.343
H 21.99 -12.07 -0.49 0.075
H 24.23 -10.68 1.10 0.468
H 22.88 -9.95 0.25 0.378
H 25.10 -10.41 -0.77 0.353
C 18.00 -16.48 -1.93 -0.046
N 18.81 -17.80 -2.05 0.705
C 19.06 -18.19 -0.60 -0.645
C 18.01 -18.89 -2.71 0.159
C 20.20 -17.66 -2.70 -0.194
C 20.19 -17.24 -4.17 -1.236
O 19.45 -16.06 -4.32 -0.127
H 17.06 -16.76 -1.45 -0.207
H 17.73 -16.26 -2.96 0.260
H 18.60 -15.80 -1.34 0.014
H 18.21 -18.25 0.06 -0.099
H 19.68 -17.38 -0.23 0.436
H 19.68 -19.09 -0.61 0.320
H 16.98 -18.81 -2.36 -0.130
H 18.39 -19.84 -2.33 0.035
H 17.96 -18.76 -3.78 -0.094
H 20.62 -18.67 -2.62 0.167
H 20.87 -17.11 -2.04 0.422
H 19.68 -18.00 -4.77 0.503
H 21.18 -17.10 -4.61 0.658
H 19.85 -15.37 -3.73 -0.202
C 18.11 -15.24 -7.60 -0.836
N 18.09 -16.74 -7.98 0.203
C 19.51 -17.26 -7.98 -0.539
C 17.21 -17.54 -7.05 -0.872
C 17.60 -16.92 -9.46 -0.224
C 18.33 -16.16 -10.56 -0.911
O 19.60 -16.68 -10.96 -0.502
H 18.91 -14.79 -8.18 0.485
H 18.34 -15.22 -6.54 0.221
H 17.13 -14.83 -7.82 0.370
H 19.76 -17.23 -6.92 -0.139
H 20.10 -16.55 -8.55 0.428
H 19.56 -18.25 -8.42 0.369
H 17.11 -18.56 -7.43 0.439
H 16.23 -17.07 -7.16 0.380
H 17.41 -17.45 -5.98 0.116
H 16.62 -16.48 -9.28 0.379
H 17.63 -17.99 -9.66 0.402
H 18.30 -15.09 -10.39 0.362
H 17.76 -16.24 -11.49 0.431
H 20.26 -16.05 -10.64 0.348
Br 20.10 -13.60 -2.19 -0.678
Br 14.95 -16.00 -4.13 -0.680
```

Calculated values
**E_HOMO**: -0.669 hartree
**2S+1**: 1
**Energy**: -215543.200 eV
**Net charge**: +6



Formula: C3H15NO3S
Source: the Open Molecules 2025 dataset
Level of theory: the ωB97M-V functional and the def2-TZVPD basis

```
23
Properties=species:S:1:pos:R:3:lowdin_spin:R:1
C -2.14 0.05 -1.66 0.043
C -1.37 1.19 -0.96 0.045
C -1.93 1.35 0.50 0.082
S -2.51 -0.12 1.34 0.686
N 0.08 1.11 -0.91 0.068
H -2.83 -0.59 -1.11 0.021
H -2.67 0.44 -2.53 0.000
H -1.43 -0.60 -2.18 -0.001
H -1.52 2.02 -1.68 -0.001
H -2.89 1.96 0.62 -0.002
H -1.25 2.06 1.01 0.023
H -1.50 -0.99 1.54 0.024
H 0.51 1.44 -1.75 0.003
H 0.46 0.22 -0.61 0.001
H 1.99 -2.87 0.70 0.000
H 0.48 -2.59 0.14 0.000
O 1.11 -2.50 0.87 0.000
H 2.77 2.59 0.55 0.000
H 1.37 1.97 0.42 0.001
O 1.86 2.71 0.82 0.005
H 6.19 -2.88 -1.61 0.000
H 5.27 -1.77 -1.13 0.000
O 5.44 -2.71 -1.02 0.000
```

Calculated values
**E_HOMO (alpha / beta)**: -0.505 / -0.505 hartree
**2S+1**: 2
**Energy**: -21812.108 eV
**Net charge**: +1



Formula: C6H16
Source: the Open Molecules 2025 dataset
Level of theory: the ωB97M-V functional and the def2-TZVPD basis

```
22
Properties=species:S:1:pos:R:3:mulliken_charge:R:1
C 0.44 1.10 1.30 0.258
C 1.24 0.20 2.27 -1.216
C -0.38 2.15 2.04 -1.358
H 1.17 1.60 0.67 0.275
H -0.28 0.49 0.77 0.012
H 0.70 -0.23 3.11 0.329
H 0.11 2.63 2.88 0.333
H -0.76 2.85 1.28 0.358
H -1.38 1.81 2.37 0.333
H 1.57 -0.70 1.72 0.299
H 2.11 0.75 2.59 0.355
C -0.42 -0.58 -2.07 -0.161
C 0.64 -1.16 -1.16 -1.021
C -1.48 -1.65 -2.46 -1.279
H -1.03 0.21 -1.61 0.188
H -0.09 -0.16 -3.02 0.344
H 0.33 -1.71 -0.29 0.293
H -2.06 -1.97 -1.59 0.324
H 1.14 -0.24 -0.85 0.197
H 1.33 -1.89 -1.60 0.466
H -2.21 -1.28 -3.19 0.356
H -1.06 -2.53 -2.95 0.316
```

Calculated values
**Structure (SMILES)**: CCC.CCC
**E_HOMO**: -0.410 hartree
**2S+1**: 1
**Energy**: -6480.913 eV



Formula: C5H12O3
Source: the Open Molecules 2025 dataset
Level of theory: the ωB97M-V functional and the def2-TZVPD basis

```
20
Properties=species:S:1:pos:R:3:mulliken_charge:R:1
O -1.59 -1.92 1.16 -0.537
C -1.56 -0.78 0.79 0.311
O -2.17 0.20 1.53 -0.459
C -1.13 -0.18 -0.52 -0.648
C 0.38 0.04 -0.70 1.061
C 0.76 1.48 -0.38 -1.565
C 0.84 -0.29 -2.12 -1.604
H -2.50 -0.16 2.37 0.333
H -1.65 -0.67 -1.34 0.447
H -1.62 0.79 -0.60 0.363
H 0.92 -0.59 0.00 0.009
H 1.82 1.65 -0.58 0.408
H 0.12 2.16 -0.93 0.416
H 0.60 1.83 0.63 0.347
H 0.89 -1.38 -2.22 0.395
H 0.12 0.05 -2.86 0.357
H 1.87 0.05 -2.23 0.398
H 1.09 -0.80 3.37 0.320
H 1.06 -0.71 1.97 0.283
O 1.74 -0.74 2.66 -0.636
```

Calculated values
**Structure (SMILES)**: CC(C)CC(=O)O.O
**E_HOMO**: -0.397 hartree
**2S+1**: 1
**Energy**: -11522.200 eV



Formula: C6H11N3
Source: the Open Molecules 2025 dataset
Level of theory: the ωB97M-V functional and the def2-TZVPD basis

```
20
Properties=species:S:1:pos:R:3:mulliken_charge:R:1
C 1.35 -0.36 1.62 -1.622
C 0.22 -0.46 0.64 0.546
C -0.16 0.29 -0.38 0.234
C -1.34 -0.43 -1.17 -0.603
C -0.71 -1.56 0.83 -0.664
C 0.34 1.56 -0.85 0.546
H 0.91 -0.53 2.63 0.346
H 1.99 0.51 1.59 0.402
H 1.98 -1.23 1.33 0.378
H -2.28 0.21 -1.05 0.248
H -1.10 -0.43 -2.30 0.290
H -2.48 -1.87 -0.22 0.296
H -0.07 -2.40 1.11 0.289
H -1.29 -1.46 1.73 0.300
H 2.19 0.82 -0.80 0.239
H 2.19 2.60 -1.11 0.270
H -1.44 2.26 -1.14 0.253
N -1.54 -1.72 -0.41 -0.435
N 1.71 1.67 -0.74 -0.470
N -0.46 2.52 -1.30 -0.845
```

Calculated values
**Structure (SMILES)**: [H]/N=C(/N)C1=C(C)CNC1
**E_HOMO**: -0.316 hartree
**2S+1**: 1
**Energy**: -10869.318 eV



Formula: C5H10N
Source: the Open Molecules 2025 dataset
Level of theory: the ωB97M-V functional and the def2-TZVPD basis

```
16
Properties=species:S:1:pos:R:3:mulliken_charge:R:1
C -1.47 0.81 -0.52 -0.411
C -0.20 -1.25 0.00 -0.667
C -1.57 -0.64 0.05 -0.381
C -0.30 1.07 0.45 -0.886
C 0.60 -0.07 0.54 0.338
N 1.92 0.21 -0.28 -0.469
H -1.27 0.85 -1.55 0.267
H -2.43 1.36 -0.24 0.293
H -0.20 -2.08 0.63 0.322
H -0.08 -1.69 -1.05 0.358
H -2.23 -0.75 0.88 0.347
H -0.43 1.66 1.26 0.390
H 0.93 -0.43 1.46 0.324
H 2.03 -0.54 -0.99 0.360
H 2.85 0.29 0.19 0.360
H 1.85 1.19 -0.84 0.454
```

Calculated values
**E_HOMO (alpha / beta)**: -0.462 / -0.472 hartree
**2S+1**: 1
**Energy**: -6826.532 eV
**Net charge**: +1